1.
# C22H20BBr4N8O2Ti

C22H20BBr4N8O2Ti as an isolated structure (the ωB97M-V functional and the def2-TZVPD basis, the OMol25 dataset).

The geometry in XYZ format:
```
58
Properties=species:S:1:pos:R:3
Br 4.55 -5.21 2.07
Br 1.26 -4.71 2.05
Br 5.24 0.23 0.41
Br 6.57 -2.72 1.26
Ti 0.32 -0.25 -0.03
O 2.18 0.06 0.48
O 0.62 -1.84 1.03
N -1.90 1.67 -3.43
N -2.49 1.17 -4.55
N 0.21 1.03 -2.16
N -1.49 -0.69 -2.46
N -0.88 -1.44 -1.49
N -1.99 1.28 -0.96
N -1.48 0.82 0.21
N 0.74 1.79 -1.15
C -3.34 1.95 0.65
C -2.31 3.41 -4.71
C -2.33 -1.46 -3.18
C 2.79 -1.06 0.84
C 1.08 0.97 -3.19
C 2.20 1.68 -2.85
C -2.28 1.22 1.19
C 3.85 -3.53 1.57
C 1.93 -2.13 1.16
C -1.77 3.02 -3.52
C -0.91 -3.83 -0.78
C -1.97 0.90 2.61
C -2.24 -2.74 -2.69
C 4.70 -2.49 1.24
C 1.95 2.16 -1.55
C -2.75 2.21 -5.32
C -3.40 2.03 -6.66
C 2.85 2.95 -0.66
C -3.12 1.96 -0.72
C 4.17 -1.24 0.88
C -1.33 -2.69 -1.64
C 2.46 -3.35 1.53
B -1.34 0.83 -2.31
H -4.03 1.15 -6.65
H -2.87 0.94 3.22
H 3.84 3.04 -1.10
H -4.16 2.41 1.17
H -1.26 1.62 3.02
H -2.77 -3.61 -3.05
H -0.23 -4.49 -1.34
H -0.40 -3.50 0.11
H -2.38 4.41 -5.10
H -4.00 2.90 -6.91
H 3.09 1.82 -3.44
H 2.94 2.46 0.30
H -1.54 -0.10 2.70
H 2.44 3.96 -0.51
H -2.65 1.90 -7.44
H 0.82 0.45 -4.10
H -2.90 -1.02 -3.98
H -3.68 2.39 -1.53
H -1.78 -4.42 -0.50
H -1.30 3.58 -2.73
```

<S²> = 0.75
molecular weight = 806.8 g mol⁻¹
multiplicity = 2
charge = 0
LUMO level (alpha / beta) = -0.471 / -0.178 eV
ΔE to the lowest compared entry with this formula, charge and spin = 0.587 eV
F_max = 0.70 eV/Å

2.
# C11H19BrFN3O6

A 3-piece molecular cluster, C11H19BrFN3O6 overall in a non-equilibrium geometry (the ωB97M-V functional and the def2-TZVPD basis, the OMol25 dataset).

The geometry in XYZ format:
```
41
Properties=species:S:1:pos:R:3
Br -0.97 3.14 -1.94
F -2.11 -2.76 -1.03
O -4.00 -1.67 -1.37
O -0.82 -1.46 -2.92
O -2.77 1.57 -0.60
O 1.79 -1.01 0.43
O 0.23 0.12 -4.14
O 0.24 2.55 1.53
N 3.28 -2.45 -0.48
N -1.23 2.88 3.21
N 0.31 0.25 -1.86
C 0.00 2.87 2.68
C -2.23 -1.38 -2.96
C -0.63 0.48 -0.78
C 2.47 -3.60 -0.09
C -1.48 3.27 4.58
C 4.52 -2.66 -1.20
C -1.65 1.59 -0.99
C -2.90 -1.91 -1.71
C -2.32 2.46 2.35
C -0.10 -0.28 -3.06
C 2.82 -1.22 -0.17
H -2.38 3.11 1.48
H -2.16 4.13 4.62
H -0.06 0.76 0.11
H 0.79 3.20 3.37
H 3.49 -0.42 -0.52
H 0.83 1.10 -2.08
H 2.97 -4.51 -0.42
H -1.19 -0.42 -0.54
H -1.93 2.45 5.14
H 5.22 -3.26 -0.60
H -2.60 -0.36 -3.13
H 4.34 -3.18 -2.14
H -3.26 2.51 2.90
H -0.54 3.54 5.06
H -2.16 1.44 2.00
H 1.48 -3.55 -0.54
H 2.35 -3.63 1.00
H 4.97 -1.70 -1.41
H -2.58 -2.00 -3.79
```

molecular weight = 388.2 g mol⁻¹
charge = 0
LUMO level = 0.645 eV
SMILES = O=C(F)COC(=O)NCC(=O)Br.CN(C)C=O.CN(C)C=O
F_max = 1.08 eV/Å

3.
# C3H4ClNS

A 2-piece molecular cluster, C3H4ClNS overall in a non-equilibrium geometry (the ωB97M-V functional and the def2-TZVPD basis, the OMol25 dataset).

The geometry in XYZ format:
```
10
Properties=species:S:1:pos:R:3
Cl -0.37 1.87 0.23
S 2.74 -1.07 -0.59
N 2.62 1.67 -0.11
C -0.45 0.69 -0.99
C -1.31 -0.25 -0.85
C 2.54 0.47 -0.21
H 1.96 2.23 0.31
H -2.10 -0.18 -0.12
H 0.39 0.72 -1.71
H -1.20 -0.94 -1.58
```

<S²> = 2.02
molecular weight = 121.6 g mol⁻¹
multiplicity = 3
charge = 0
LUMO level (alpha / beta) = 0.784 / -3.370 eV
ΔE to the lowest compared entry with this formula, charge and spin = 2.318 eV
F_max = 4.71 eV/Å

4.
# C36H34GeNO3SZn

C36H34GeNO3SZn as an isolated structure (the ωB97M-V functional and the def2-TZVPD basis, the OMol25 dataset).

The geometry in XYZ format:
```
77
Properties=species:S:1:pos:R:3
Ge 0.49 -3.53 -0.23
Zn -0.07 -0.71 0.70
S -3.23 0.90 -0.33
O -3.15 0.54 -1.71
O -1.65 -1.25 2.18
O -3.38 2.30 -0.02
N -2.02 0.25 0.55
C 0.32 2.16 1.97
C 2.50 -6.20 -3.65
C 2.37 0.87 2.08
C 3.87 0.55 0.10
C -4.69 -1.71 2.19
C 0.65 -5.78 -2.17
C -0.94 2.73 2.58
C -3.57 -2.83 -1.36
C -2.46 -0.64 1.45
C 0.76 -4.57 1.44
C 1.81 2.00 0.06
C 3.14 -5.08 -3.15
C -2.19 -2.77 -1.20
C -2.25 -4.76 0.13
C -4.52 -0.03 0.48
C 1.28 -4.64 -1.66
C -5.87 -0.07 0.22
C -3.93 -0.83 1.44
C 2.54 -4.31 -2.16
C 0.64 2.47 0.65
C 0.33 -4.89 3.80
C 1.60 -5.69 1.48
C -6.64 -0.94 0.98
C -6.06 -1.75 1.95
C 1.20 1.34 2.67
C -4.30 -3.86 -0.77
C 1.25 -6.55 -3.16
C 2.69 1.19 0.77
C -1.44 1.97 3.80
C -1.50 -3.73 -0.46
C 1.22 -1.80 -0.17
C 0.13 -4.19 2.62
C 1.80 -6.39 2.66
C 1.17 -6.00 3.83
C -3.63 -4.82 -0.02
C -0.74 4.21 2.92
H -0.76 2.09 4.65
H -0.17 -4.57 4.71
H 0.98 1.05 3.69
H -1.66 4.65 3.30
H 2.46 -7.26 2.67
H 2.97 -6.80 -4.41
H 1.32 -6.55 4.75
H 3.02 0.20 2.64
H 0.04 4.32 3.68
H 3.59 -0.47 -0.18
H -6.31 0.56 -0.55
H 0.74 -7.43 -3.54
H 4.12 -4.80 -3.53
H -7.71 -1.00 0.80
H 4.17 1.10 -0.80
H -6.68 -2.44 2.51
H -0.43 4.78 2.04
H -5.37 -3.90 -0.88
H -0.05 3.07 0.07
H -1.72 2.67 1.81
H -1.65 -1.94 -1.64
H -1.74 -5.51 0.72
H 2.11 -6.01 0.58
H 3.04 -3.43 -1.77
H -1.53 0.90 3.60
H 1.37 -1.42 -1.19
H -4.22 -2.35 2.92
H -2.41 2.35 4.11
H 2.01 2.23 -0.98
H -4.08 -2.06 -1.93
H -0.53 -3.33 2.62
H 4.73 0.49 0.77
H -0.33 -6.05 -1.80
H -4.19 -5.62 0.45
```

molecular weight = 698.7 g mol⁻¹
charge = -1
LUMO level = 2.435 eV
ΔE to the lowest compared entry with this formula, charge and spin = 0.234 eV
F_max = 0.17 eV/Å

5.
# C7H12

One molecule with the formula C7H12 (the ωB97M-V functional and the def2-TZVPD basis, the OMol25 dataset).

The geometry in XYZ format:
```
19
Properties=species:S:1:pos:R:3
C 0.68 0.86 0.10
C -0.69 0.34 0.51
C -1.68 0.94 1.45
C -0.22 -1.08 0.21
C -1.99 0.87 -0.02
C 2.16 -1.06 -1.01
C 0.81 -0.43 -0.75
H 0.28 -1.54 1.07
H -0.95 -1.79 -0.21
H 0.78 1.84 -0.38
H 2.70 -1.27 -0.08
H -1.43 1.91 1.86
H 2.06 -2.00 -1.56
H 0.30 -0.24 -1.71
H -2.72 0.14 -0.34
H 1.36 0.81 0.96
H 2.79 -0.39 -1.61
H -2.25 0.30 2.13
H -2.00 1.79 -0.60
```

molecular weight = 96.2 g mol⁻¹
charge = 0
LUMO level = 1.155 eV
SMILES = CC1CC2(CC2)C1
ΔE to the lowest compared entry with this formula, charge and spin = 1.303 eV
F_max = 0.22 eV/Å

6.
# C58H44AsF6LuNOP2S2

C58H44AsF6LuNOP2S2 as an isolated structure in a non-equilibrium geometry (the ωB97M-V functional and the def2-TZVPD basis, the OMol25 dataset).

The geometry in XYZ format:
```
116
Properties=species:S:1:pos:R:3
Lu 13.01 9.04 13.72
As 12.72 6.22 15.08
S 14.42 8.89 11.64
S 13.02 12.37 13.50
P 15.73 10.47 14.92
P 13.19 12.32 10.24
F 14.13 7.23 15.04
F 13.60 4.77 15.00
F 12.65 6.61 13.25
F 12.58 6.53 16.73
F 11.23 5.46 14.84
F 11.77 7.77 14.99
O 12.54 11.11 14.39
N 11.37 9.20 12.00
C 13.89 13.46 14.60
C 17.28 9.60 14.58
C 16.16 11.67 18.94
C 13.10 8.64 10.43
C 10.43 14.91 11.92
C 11.44 12.23 6.62
C 13.82 11.94 6.25
C 12.54 12.09 5.73
C 10.25 15.85 10.91
C 15.99 14.53 15.05
C 18.08 13.70 14.42
C 17.54 12.44 14.22
C 9.44 15.08 12.90
C 11.52 13.21 13.11
C 16.04 11.97 10.45
C 16.73 14.59 10.86
C 14.58 9.88 18.80
C 15.38 14.21 10.71
C 14.97 12.89 10.49
C 15.55 10.75 16.78
C 9.17 16.81 11.36
C 13.47 8.27 9.14
C 10.53 13.33 14.06
C 13.99 15.71 15.51
C 15.26 10.82 19.54
C 17.76 13.65 10.84
C 9.46 14.20 13.99
C 16.32 11.63 17.55
C 18.20 9.23 15.54
C 15.35 13.36 14.63
C 19.66 8.42 13.84
C 17.53 9.29 13.22
C 11.66 12.22 8.00
C 18.74 8.76 12.87
C 16.19 12.14 14.41
C 9.20 9.78 11.16
C 17.36 14.70 15.03
C 12.52 8.30 8.08
C 13.27 14.63 14.97
C 11.24 8.65 8.39
C 9.61 9.74 13.64
C 11.95 14.71 9.68
C 16.35 16.55 16.23
C 12.25 13.87 10.68
C 8.42 16.11 12.49
C 14.06 12.15 7.59
C 9.59 9.54 9.86
C 10.12 9.56 12.22
C 17.68 16.01 15.67
C 12.99 12.25 8.46
C 11.47 13.97 11.90
C 11.03 15.78 9.80
C 10.85 8.99 9.67
C 17.40 12.30 10.62
C 19.37 8.58 15.18
C 11.77 9.00 10.71
C 15.34 15.67 15.60
C 14.73 9.81 17.41
H 16.19 17.57 15.98
H 12.30 14.51 8.67
H 20.12 8.39 15.89
H 12.36 12.18 4.66
H 16.72 12.43 19.46
H 15.75 10.93 10.28
H 12.92 8.07 7.11
H 10.42 12.17 6.17
H 14.64 11.77 5.54
H 18.13 11.48 10.50
H 16.33 16.50 17.31
H 18.78 13.88 11.04
H 8.64 17.30 10.52
H 13.90 9.25 19.33
H 9.03 10.65 13.72
H 10.40 9.86 14.39
H 18.13 9.44 16.63
H 20.59 8.04 13.61
H 16.88 12.44 17.04
H 15.00 10.86 20.63
H 10.92 16.41 8.93
H 8.12 16.84 13.28
H 9.72 17.60 11.80
H 15.05 12.40 7.97
H 12.22 14.74 14.73
H 8.91 9.66 8.98
H 16.98 15.65 11.04
H 9.02 8.85 14.00
H 19.18 13.78 14.35
H 8.79 14.17 14.83
H 13.45 16.62 15.80
H 18.18 16.73 14.96
H 10.86 12.17 8.72
H 14.26 8.99 16.90
H 8.19 10.12 11.33
H 18.34 15.85 16.51
H 7.41 15.76 12.13
H 10.50 8.61 7.63
H 16.90 9.70 12.47
H 14.54 8.12 9.01
H 19.11 8.65 11.81
H 10.62 12.79 15.00
H 18.23 11.69 13.88
H 14.63 14.96 10.76
```

<S²> = 0.76
molecular weight = 1261.0 g mol⁻¹
multiplicity = 2
charge = +2
LUMO level (alpha / beta) = -5.338 / -8.740 eV
F_max = 3.36 eV/Å